14
Properties=species:S:1:pos:R:3:forces:R:3:mulliken_charge:R:1 method="wB97M-V/def2-TZVPD" relative_energy_kcal_mol=55.9 lumo_ha="-0.169 / -0.154" total_charge=+1 gap_ev="7.5 / 7.8"
C -0.0308 0.1730 -0.1152 0.07 0.02 -0.07 0.851
C -0.4026 -1.1501 0.4044 -0.63 1.63 1.07 -0.711
C 2.3312 -0.1083 0.3937 -0.03 -0.92 -0.32 -0.156
N 0.4235 -2.1517 -0.2810 0.31 -1.98 -1.11 0.184
N 1.5332 -2.2038 -0.5536 0.72 0.79 0.32 -0.211
N 1.2610 0.5426 -0.1275 -0.54 0.30 -0.03 -0.173
N -0.9186 0.8732 -0.8486 0.18 -0.06 0.02 -0.410
Cl 3.8689 0.4299 -0.0570 -0.18 -0.01 0.06 -0.094
H -0.1939 -1.3029 1.4683 0.00 0.07 -0.15 0.337
H -1.4489 -1.3923 0.2119 0.22 0.08 0.04 0.329
H 2.2462 -0.7114 1.2818 -0.08 0.12 0.06 0.414
H 1.5056 1.3381 -0.7180 -0.04 -0.09 0.09 0.235
H -1.9060 0.6907 -0.7699 0.09 0.04 0.02 0.218
H -0.6377 1.6683 -1.3994 -0.10 0.02 0.00 0.189


172
Properties=species:S:1:pos:R:3:forces:R:3:mulliken_charge:R:1 method="wB97M-V/def2-TZVPD" lumo_ha=-0.019 gap_ev=8.8
C -30.0518 -24.2503 -14.6336 -0.13 -0.10 0.21 0.098
O -31.1688 -24.5063 -14.2262 0.02 0.03 -0.11 -0.560
N -29.0045 -23.9409 -13.8391 -0.28 0.16 -0.04 0.365
C -27.6793 -23.6914 -14.3470 0.00 0.43 -0.22 -0.815
C -29.1762 -23.8088 -12.4093 1.06 0.07 0.36 0.424
H -29.7947 -24.2505 -15.7051 0.03 -0.04 -0.01 0.274
H -26.9492 -24.3924 -13.9352 -0.03 -0.04 0.01 0.263
H -27.3726 -22.6678 -14.1043 0.07 -0.09 0.14 0.237
H -27.6689 -23.7522 -15.4351 -0.06 -0.22 0.02 0.300
H -28.5751 -24.5826 -11.9249 -0.37 -0.07 0.15 -0.554
H -28.7139 -22.8749 -12.0688 -0.27 0.03 -0.18 -0.392
H -30.2081 -23.8306 -12.0842 -0.13 -0.17 -0.27 0.402
C -29.6126 -27.4829 -11.8367 -0.48 -0.03 -0.75 -0.207
Br -29.6020 -28.1131 -13.7007 0.10 0.10 0.67 -0.055
Br -27.8607 -26.9819 -11.2479 0.09 -0.39 0.10 0.099
Br -30.5238 -28.7084 -10.6643 0.30 0.06 -0.09 -0.024
H -30.2272 -26.5929 -11.8678 0.12 0.10 0.05 0.192
C -29.7024 -19.4650 -11.7351 0.00 -0.05 -0.08 -0.344
Br -31.0937 -20.7932 -11.5860 0.20 0.07 -0.05 -0.033
Br -29.9783 -18.3113 -13.2489 -0.02 -0.05 0.03 -0.029
Br -27.9196 -20.2361 -11.7877 -0.28 0.17 0.11 -0.005
H -29.7737 -18.8498 -10.8503 0.15 -0.02 0.03 0.395
C -21.3426 -28.6619 -6.0704 0.15 -0.47 -0.32 0.611
Br -21.7716 -29.5652 -4.4248 0.14 0.16 -0.16 -0.022
Br -20.3433 -29.8423 -7.2907 -0.24 0.31 0.36 -0.123
Br -20.3833 -27.0254 -5.7873 0.02 -0.13 0.03 0.055
H -22.2705 -28.4457 -6.5861 -0.02 0.27 0.10 -0.532
C -21.0510 -24.6087 -13.6153 -0.30 -0.34 0.36 -0.566
Br -20.9425 -26.4897 -14.0744 0.11 0.38 0.00 -0.044
Br -20.2789 -24.2785 -11.8694 -0.12 0.06 -0.23 0.098
Br -22.9124 -24.0361 -13.7052 0.48 0.09 -0.04 -0.051
H -20.4678 -24.0299 -14.3156 -0.12 -0.06 -0.16 0.511
C -28.9785 -24.6746 -7.1111 -0.25 -0.12 -0.28 -0.265
Br -27.9163 -26.2351 -7.5004 -0.15 0.28 0.19 0.016
Br -30.6981 -25.1597 -6.3530 0.36 0.13 -0.08 -0.047
Br -29.2170 -23.5638 -8.6852 -0.06 -0.11 -0.02 0.037
H -28.4550 -24.0375 -6.4133 0.01 -0.20 0.19 0.237
C -23.8241 -30.5798 -8.6617 -0.07 0.05 -0.10 0.125
Br -24.6570 -29.4358 -9.9779 -0.10 -0.19 0.11 0.049
Br -23.8447 -32.4234 -9.2607 -0.09 0.30 0.32 -0.039
Br -24.5860 -30.2750 -6.9059 0.08 -0.26 -0.38 -0.034
H -22.7827 -30.2972 -8.5932 -0.01 0.02 -0.03 -0.178
C -20.7062 -23.5936 -7.1175 -0.09 0.04 -0.45 -0.159
C -22.0299 -23.8286 -6.4224 0.24 0.46 0.03 0.635
O -23.1023 -23.8098 -7.3903 -0.11 -0.52 0.02 0.685
P -23.5942 -25.1551 -8.0709 -0.68 0.77 -0.87 -1.164
O -23.4474 -26.3974 -7.3131 -0.04 -0.03 0.05 -0.743
O -25.0901 -24.8094 -8.5004 0.32 -0.32 0.78 0.321
C -25.4123 -23.5327 -9.0668 -0.84 0.51 0.09 0.302
C -25.6800 -23.6452 -10.5549 0.46 -0.11 -0.02 -0.026
O -22.8725 -25.0970 -9.4880 0.24 0.25 0.20 1.195
C -23.1479 -26.1335 -10.4324 0.61 -0.84 -0.45 0.569
C -22.0302 -27.1522 -10.3877 0.34 -0.70 0.42 -0.779
H -20.7548 -22.6687 -7.6983 -0.03 0.10 0.19 -0.594
H -19.9096 -23.4929 -6.3804 0.06 -0.12 -0.03 0.173
H -20.4686 -24.3676 -7.8536 0.04 -0.23 0.29 0.324
H -22.0779 -24.7530 -5.8501 0.06 -0.06 -0.08 0.341
H -22.2234 -22.9964 -5.7453 -0.16 -0.06 -0.02 -0.821
H -26.3192 -23.1797 -8.5678 0.01 -0.29 0.08 0.352
H -24.6554 -22.7900 -8.8146 0.20 -0.12 -0.25 -0.196
H -26.2848 -22.8126 -10.9152 0.19 0.19 0.05 0.140
H -24.7167 -23.6779 -11.0696 -0.17 0.03 -0.27 -0.178
H -26.2434 -24.5462 -10.8014 0.04 -0.09 0.21 -0.418
H -24.1079 -26.6256 -10.2640 -0.08 0.22 0.25 -0.036
H -23.1826 -25.7171 -11.4393 -0.03 0.45 0.22 -0.286
H -21.0583 -26.6869 -10.2246 -0.05 0.23 -0.31 0.064
H -22.1260 -27.8632 -9.5618 -0.27 0.15 0.07 -0.111
H -21.9939 -27.7533 -11.2969 -0.01 0.12 -0.08 0.411
C -12.1559 -20.7870 -6.7261 -0.34 -0.74 -0.54 -1.059
C -13.1575 -20.3844 -5.6586 1.00 -0.12 -0.12 -0.128
O -14.2514 -19.7430 -6.3186 -0.39 0.38 -0.10 -0.236
P -15.6241 -19.4378 -5.5840 0.24 0.28 0.37 0.662
O -16.5979 -18.7175 -6.4090 0.08 -0.31 -0.31 -0.464
O -16.0836 -20.8479 -5.0165 -0.15 0.20 0.14 -0.445
C -16.5656 -21.8346 -5.9466 -0.12 -0.16 -0.45 2.067
C -17.2578 -22.9291 -5.1800 0.10 -0.30 0.48 -1.498
O -15.1904 -18.6713 -4.2744 0.18 -0.57 0.12 -0.392
C -15.8977 -17.5399 -3.7688 -0.50 0.71 0.43 0.159
C -15.1353 -16.2750 -4.1047 -0.30 -0.04 -0.78 -1.243
H -11.3444 -21.4193 -6.3614 0.02 0.28 0.41 0.394
H -12.6364 -21.4146 -7.4835 -0.12 0.17 -0.01 0.051
H -11.7339 -19.9186 -7.2277 0.00 0.07 0.07 0.326
H -13.5263 -21.2296 -5.0772 0.03 -0.07 -0.03 0.317
H -12.6288 -19.6915 -4.9989 -0.51 0.13 0.22 0.231
H -17.2542 -21.3798 -6.6656 0.02 0.16 0.12 -0.289
H -15.7203 -22.2264 -6.5150 0.01 -0.02 0.04 -0.321
H -16.5479 -23.4798 -4.5572 0.01 0.07 -0.01 0.344
H -18.0286 -22.5371 -4.5135 -0.02 0.11 -0.11 0.237
H -17.7252 -23.6543 -5.8461 0.05 0.08 -0.16 0.107
H -16.9234 -17.5274 -4.1415 0.14 0.04 -0.33 -0.036
H -16.0028 -17.6278 -2.6849 0.31 -0.37 -0.04 0.355
H -15.6829 -15.3788 -3.8111 0.09 -0.09 0.41 0.419
H -14.1359 -16.3092 -3.6775 -0.02 0.16 0.12 0.300
H -15.0472 -16.1816 -5.1914 0.13 -0.16 0.03 0.305
C -25.3364 -24.0737 -4.4260 -0.75 0.11 0.14 -0.897
C -24.9338 -22.6237 -4.3839 0.32 0.40 -1.04 -0.205
O -23.6231 -22.4898 -3.7949 0.05 -0.38 0.41 -0.156
P -23.1967 -21.0982 -3.1608 -0.06 1.13 -1.30 0.336
O -24.1872 -20.5003 -2.2662 -0.07 -0.30 0.28 -0.828
O -21.7480 -21.3721 -2.6142 0.14 -0.06 -0.05 -0.212
C -21.5873 -22.3007 -1.5307 -0.18 -0.54 0.33 -0.523
C -20.7022 -23.4716 -1.9071 -0.24 -0.29 -0.46 -0.843
O -22.8367 -20.1792 -4.4347 -0.20 -0.61 0.86 0.389
C -23.8861 -19.3397 -4.9852 -0.18 0.13 0.08 0.023
C -24.0654 -18.0668 -4.1899 0.51 0.47 -0.03 -1.528
H -25.3413 -24.5479 -3.4456 0.31 -0.06 -0.04 0.343
H -26.3658 -24.1514 -4.7912 0.00 0.14 -0.01 0.198
H -24.7388 -24.6026 -5.1640 0.27 -0.24 0.28 0.049
H -24.8408 -22.3041 -5.4316 0.08 0.10 0.08 0.126
H -25.6126 -21.9013 -3.9304 -0.19 -0.45 0.46 0.623
H -21.1984 -21.7793 -0.6565 0.09 0.24 -0.19 0.426
H -22.5606 -22.6962 -1.2278 -0.07 0.13 -0.13 0.361
H -20.9154 -23.8402 -2.9150 -0.22 0.22 0.00 0.078
H -19.6331 -23.2683 -1.8846 -0.02 0.09 0.28 0.304
H -20.9788 -24.2978 -1.2501 0.43 0.00 0.16 0.358
H -23.5564 -19.1554 -6.0040 -0.06 0.15 -0.05 0.267
H -24.8378 -19.8768 -5.0162 0.12 -0.18 -0.03 0.214
H -24.4066 -18.2390 -3.1730 -0.09 -0.22 -0.04 0.370
H -23.1082 -17.5417 -4.1263 -0.02 -0.01 -0.05 0.297
H -24.7632 -17.3893 -4.6854 -0.05 -0.14 -0.09 0.444
C -13.2878 -24.7274 -6.0916 -0.48 0.12 0.15 -0.992
C -13.7370 -24.8507 -7.5322 -0.06 0.00 0.39 -0.268
O -14.4237 -23.6332 -7.8853 0.03 0.08 -0.26 -0.084
P -14.8396 -23.4275 -9.4202 0.58 -0.25 -0.29 0.307
O -13.7296 -23.3427 -10.3671 0.03 -0.12 0.16 -0.864
O -15.7552 -22.1616 -9.3467 -0.74 -0.11 0.32 0.532
C -15.2036 -20.8215 -9.3527 0.36 -0.10 -0.11 0.624
C -15.5418 -20.1776 -10.6704 0.14 0.04 -0.64 -1.636
O -15.8077 -24.6489 -9.7309 0.02 0.37 0.18 -0.432
C -16.9088 -24.9122 -8.8664 -0.74 -0.60 0.80 0.595
C -17.4135 -26.3340 -9.0481 0.21 0.24 -1.00 -1.398
H -12.4960 -23.9877 -5.9865 0.20 -0.20 0.01 0.222
H -14.1135 -24.3905 -5.4575 -0.09 0.02 -0.17 0.105
H -13.0112 -25.7047 -5.6974 0.38 0.07 -0.09 0.427
H -12.8893 -25.0181 -8.1967 -0.04 0.07 -0.11 0.329
H -14.4433 -25.6761 -7.6394 0.04 -0.07 -0.06 0.274
H -15.6033 -20.3083 -8.4826 -0.15 0.06 -0.06 -0.229
H -14.1246 -20.9143 -9.2295 0.04 0.20 -0.01 0.214
H -15.0632 -20.7335 -11.4803 -0.10 -0.16 0.08 0.414
H -16.6148 -20.1643 -10.8641 -0.03 -0.02 0.15 0.263
H -15.1618 -19.1601 -10.7805 -0.03 0.04 0.41 0.381
H -16.6637 -24.8144 -7.8032 0.48 0.39 -0.16 -0.064
H -17.7255 -24.2143 -9.0672 0.13 0.14 -0.09 0.144
H -16.6046 -27.0584 -9.1525 0.14 0.13 0.28 0.377
H -18.0459 -26.6142 -8.2091 -0.20 -0.04 -0.10 0.317
H -17.9481 -26.3665 -10.0013 -0.28 -0.27 0.20 0.287
C -18.3381 -17.5224 -10.2113 -0.51 -0.35 -0.70 -1.361
C -18.8880 -17.9180 -8.8602 0.40 0.36 -0.02 0.672
O -20.3169 -17.7787 -8.8842 -0.32 -0.55 -0.28 -0.400
P -21.2946 -18.8852 -8.2847 0.35 0.49 0.53 0.344
O -22.6908 -18.5351 -8.5296 0.03 -0.11 -0.02 -0.855
O -20.8180 -20.3000 -8.8779 0.34 0.56 0.28 0.534
C -21.0877 -20.5074 -10.2647 -0.72 -0.53 -1.13 -0.964
C -22.2785 -21.4327 -10.4219 -0.27 -0.76 0.06 -0.475
O -20.9094 -18.9732 -6.7494 -0.04 -0.22 -0.43 -0.232
C -19.9053 -19.8636 -6.1994 -0.35 0.19 -0.03 2.389
C -19.6858 -19.5075 -4.7562 0.84 -0.77 0.47 -1.451
H -17.2762 -17.7445 -10.3061 0.09 0.36 0.26 0.270
H -18.8139 -18.1053 -11.0103 -0.06 -0.14 0.22 0.311
H -18.5850 -16.4911 -10.4620 0.33 0.12 0.21 0.374
H -18.5634 -18.9287 -8.6096 -0.21 -0.06 0.01 -0.361
H -18.5161 -17.2458 -8.0861 0.05 -0.13 0.07 0.295
H -21.2606 -19.5739 -10.8061 -0.01 0.18 0.31 0.482
H -20.2413 -20.9820 -10.7680 0.31 0.07 0.50 0.208
H -22.4432 -21.7664 -11.4509 0.19 0.40 -0.12 0.315
H -22.0917 -22.3738 -9.8926 0.00 0.14 0.20 -0.101
H -23.2195 -21.0222 -10.0552 0.15 0.26 0.10 0.332
H -20.2991 -20.8727 -6.3267 0.15 -0.07 0.19 -0.438
H -18.9676 -19.7633 -6.7461 -0.05 0.03 -0.06 -0.263
H -19.2063 -18.5398 -4.6150 -0.37 0.22 -0.19 0.418
H -20.5534 -19.6599 -4.1237 -0.19 0.36 -0.20 -0.006
H -18.9397 -20.2173 -4.3707 -0.01 -0.02 -0.08 0.071


90
Properties=species:S:1:pos:R:3:forces:R:3:mulliken_charge:R:1 method="wB97M-V/def2-TZVPD" relative_energy_kcal_mol=7.4 lumo_ha="0.089 / 0.088" total_charge=-1 spin_multiplicity=2 gap_ev="2.0 / 9.6"
C -1.8724 1.2424 3.7591 1.17 -0.45 -0.70 -0.597
C -2.3908 1.9988 4.9568 0.34 -0.20 -0.43 -0.605
O -3.7179 2.3895 4.6830 -0.56 0.22 0.63 -0.533
H -2.1273 1.7250 2.8156 -0.08 0.28 0.15 0.230
H -2.1786 0.2038 3.6334 -0.66 -0.04 0.44 0.283
H -0.7884 1.1284 3.7523 0.26 0.32 0.18 0.279
H -1.8211 2.9049 5.1630 -0.02 0.12 -0.36 0.314
H -2.2879 1.4160 5.8721 -0.26 -0.25 0.15 0.308
H -4.2432 1.5861 4.6927 -0.20 0.00 -0.12 0.310
C -0.5529 0.2673 0.3281 0.08 0.48 -0.43 -0.401
C 0.8118 -0.1860 0.8588 -2.23 -0.29 0.14 0.232
O 1.7191 0.8265 0.5916 0.94 0.40 0.25 -0.992
H -1.4174 -0.3214 0.6349 0.16 -0.26 -0.11 0.442
H -0.4632 0.3382 -0.7559 -0.29 -0.47 -0.23 0.029
H -0.7453 1.3141 0.5632 0.10 0.06 0.60 -0.089
H 1.0545 -1.1284 0.3678 0.33 -0.13 0.11 0.047
H 0.7347 -0.3434 1.9346 0.32 -0.03 0.14 0.266
H 2.0422 0.6793 -0.3004 0.38 0.23 -0.76 0.169
C -3.4813 -1.2921 -2.0965 -0.78 -1.03 -1.05 -0.544
C -3.8468 -2.7833 -2.1841 0.42 -0.37 -0.82 -0.349
O -5.2463 -2.9207 -2.4121 -0.94 0.64 0.89 -0.555
H -4.0763 -0.7839 -1.3377 0.37 -0.11 0.30 0.462
H -3.8175 -0.8850 -3.0501 0.18 0.32 -0.06 0.321
H -2.4024 -1.1576 -2.0191 -0.11 0.10 0.32 -0.108
H -3.4316 -3.3470 -1.3487 -0.53 -0.01 0.51 0.278
H -3.4427 -3.2889 -3.0611 0.96 0.47 -0.17 0.222
H -5.4995 -3.7575 -2.8087 0.49 -0.05 0.12 0.297
C -2.0415 -3.4476 3.9794 0.55 -0.16 0.14 -1.411
C -1.1263 -2.8064 2.9311 -0.70 -0.40 0.04 0.575
O -1.8394 -2.7694 1.7086 -0.18 0.25 0.15 -0.452
H -1.5177 -3.6788 4.9069 0.21 0.23 0.11 0.396
H -2.4487 -4.4031 3.6490 -0.10 0.15 -0.30 0.347
H -2.8497 -2.7588 4.2257 -0.12 -0.10 -0.12 0.271
H -0.1986 -3.3420 2.7299 0.15 -0.20 0.55 0.058
H -0.8796 -1.8005 3.2706 0.19 0.21 -0.04 -0.001
H -1.1931 -2.9491 1.0219 0.05 -0.05 -0.73 0.223
C 4.9146 -0.5515 -1.7545 -0.69 0.39 0.06 -1.285
C 4.0432 0.4533 -2.5019 1.32 -0.43 -0.69 -2.252
O 2.6862 0.3293 -2.1787 -0.23 -0.68 1.28 2.622
H 5.9519 -0.4936 -2.0844 0.05 0.15 -0.07 0.544
H 4.5356 -1.5386 -2.0191 0.08 -0.15 0.23 0.162
H 4.8756 -0.4098 -0.6745 0.00 -0.11 0.08 0.200
H 4.1569 0.2003 -3.5560 0.02 0.13 -0.34 0.586
H 4.3330 1.5008 -2.4195 0.31 -0.01 0.35 0.639
H 2.2540 0.9686 -2.7498 -0.94 0.95 -0.77 -1.112
C 6.0872 1.8698 2.0041 -0.14 -0.19 -0.02 -1.301
C 4.6397 1.9412 1.5092 0.80 -0.27 -0.43 0.182
O 3.9248 0.9051 2.0815 0.19 -0.78 1.61 -0.554
H 6.2310 1.8305 3.0838 -0.52 0.38 0.18 0.329
H 6.6875 2.6900 1.6104 0.05 -0.07 -0.11 0.369
H 6.4896 0.9072 1.6885 0.16 0.07 -0.37 0.286
H 4.6560 1.7169 0.4427 0.20 0.61 -0.46 -0.167
H 4.1531 2.9055 1.6553 0.11 0.26 0.15 0.335
H 3.0878 0.8135 1.6203 -0.60 0.04 -0.40 0.545
C 2.0574 -4.1535 0.2462 0.63 -0.08 -0.68 -0.803
C 0.8469 -4.5969 -0.5343 -0.48 -0.11 0.32 -0.357
O -0.1326 -3.6061 -0.6029 -1.17 0.31 0.61 -0.214
H 1.8121 -3.8806 1.2725 0.09 -0.11 -0.04 0.128
H 2.5453 -3.3164 -0.2531 -0.23 0.36 0.07 0.018
H 2.8184 -4.9314 0.1834 0.00 -0.26 0.50 0.458
H 0.3231 -5.4023 -0.0195 0.33 -0.42 -0.03 0.340
H 1.0844 -4.9247 -1.5464 0.34 -0.21 -0.08 0.358
H 0.0847 -2.9342 -1.2533 0.39 0.72 -0.19 0.027
C -1.0735 4.5938 1.1035 0.20 0.89 -0.59 -0.765
C -1.0304 6.0479 1.6769 -0.71 -1.95 1.12 -0.431
O -1.4869 6.9812 0.7609 -0.19 0.49 -1.67 -0.500
H -0.8280 3.8179 1.8286 0.37 0.34 0.21 0.265
H -0.3910 4.5382 0.2554 0.22 -0.22 0.11 0.264
H -2.0331 4.2720 0.6989 -0.33 0.53 0.11 0.207
H -0.0310 6.2569 2.0586 0.18 0.07 -0.12 0.312
H -1.7288 6.0559 2.5137 0.11 -0.01 0.52 0.281
H -1.4289 7.8875 1.0721 0.15 -0.20 0.30 0.291
C -2.8024 2.0587 -3.3853 0.02 -0.06 0.12 -0.732
C -2.5871 3.2516 -2.4871 -1.24 0.52 0.28 -0.374
O -1.2343 3.4766 -2.3812 1.86 0.23 -0.16 -0.202
H -2.5012 2.3197 -4.3998 0.05 -0.08 0.00 0.339
H -3.8341 1.7076 -3.4048 -0.06 0.07 0.10 0.348
H -2.1602 1.2512 -3.0335 -0.03 -0.07 -0.09 -0.142
H -2.9815 3.1668 -1.4746 -0.43 -0.68 0.19 0.195
H -3.0894 4.1438 -2.8608 -0.21 0.10 -0.46 0.429
H -1.0518 4.4096 -2.2479 0.04 0.00 0.05 0.143
C -0.1280 -3.1012 -3.8418 -0.71 -0.87 -0.49 -0.976
C 1.1003 -2.3443 -3.4592 -1.24 0.80 0.42 -1.424
O 0.6891 -1.6073 -2.2689 0.32 -0.74 -0.85 0.401
H -0.2477 -3.9665 -3.1898 -0.29 -0.12 -0.14 0.248
H -0.1419 -3.4157 -4.8854 0.42 -0.33 -0.05 0.466
H -1.0247 -2.4852 -3.7756 0.14 0.20 0.34 0.052
H 1.3064 -1.6620 -4.2839 0.60 0.23 0.27 0.510
H 1.9333 -3.0078 -3.2270 0.22 0.15 -0.14 0.227
H 1.2226 -0.8092 -2.2676 0.54 0.37 0.33 -0.238